# 1
The following is a quantum chemistry calculation of a structure of composition C20H45BeN2O6S5 in a non-equilibrium geometry, from OMol25.

```
79
C20H45BeN2O6S5 ωB97M-V/def2-TZVPD
Be 3.2688 -1.3498 2.0148
C -1.1373 -0.0953 0.6119
C 0.3654 -0.0692 0.1979
O 1.1539 -1.1659 0.5945
H -1.7472 -0.8638 0.1370
H -1.6646 0.8311 0.3844
H -1.0921 -0.2359 1.6918
H 0.7777 0.8796 0.5413
H 0.3810 -0.0203 -0.8909
C 3.2005 -2.1631 -2.5107
S 4.3396 -1.1297 -1.5685
O 4.4427 -1.7137 -0.1759
C 5.8072 -1.6538 -2.4862
H 2.2230 -2.0118 -2.0529
H 3.4679 -3.2194 -2.4831
H 3.1889 -1.8402 -3.5517
H 5.7220 -1.5486 -3.5677
H 6.0987 -2.7005 -2.3983
H 6.5135 -0.8727 -2.2048
C -5.0214 -0.8051 2.8409
S -3.9249 -1.6961 1.7560
O -3.9533 -3.1053 2.3846
C -5.0110 -1.7634 0.3157
H -4.9085 -1.1635 3.8641
H -6.0418 -1.1514 2.6764
H -5.0093 0.2801 2.7394
H -5.3042 -0.8737 -0.2416
H -5.8223 -2.4785 0.4521
H -4.3936 -2.2426 -0.4440
C 1.6686 -4.9358 4.7187
S 1.1645 -3.1439 4.6141
O 2.4113 -2.4393 4.0118
C 0.0374 -3.3107 3.2053
H 1.9956 -5.2381 3.7238
H 0.8356 -5.5739 5.0137
H 2.5433 -5.0331 5.3619
H 0.4825 -3.8645 2.3787
H -0.2235 -2.3410 2.7813
H -0.8880 -3.5834 3.7127
C -4.2315 5.8432 -0.1961
S -2.6017 5.1288 -0.8635
O -3.0425 4.6801 -2.2708
C -2.5828 3.6836 0.2214
H -4.9682 5.0485 -0.0790
H -4.6162 6.6695 -0.7939
H -4.1690 6.2954 0.7937
H -1.6740 3.1388 -0.0342
H -3.4608 3.0401 0.1662
H -2.4060 3.8493 1.2841
C 1.5037 5.9726 0.2479
S 1.7089 5.3298 1.9856
O 0.7044 6.0908 2.8504
C 0.8772 3.7304 1.5808
H 0.4533 5.8482 -0.0153
H 2.1387 5.4914 -0.4960
H 1.5847 7.0573 0.1777
H 1.1866 3.4019 0.5886
H -0.2004 3.8940 1.5909
H 1.1508 2.9940 2.3364
N 1.7561 1.4986 -4.1623
C 1.8207 1.7591 -2.8274
C 1.6629 3.1284 -2.7035
C 1.5669 3.6684 -4.0229
C 1.5603 2.6305 -4.9401
H 1.7551 0.5759 -4.5729
H 1.8206 0.9246 -2.1419
H 1.4537 3.6641 -1.7894
H 1.3931 4.7056 -4.2691
H 1.5180 2.6123 -6.0191
N 0.4035 -3.7437 -0.4644
C 1.2025 -4.8609 -0.7395
C 0.3492 -5.7550 -1.3291
C -0.9029 -5.2332 -1.4810
C -0.8350 -3.9520 -0.9561
H 0.6423 -2.8142 -0.1497
H 2.2451 -4.8847 -0.4586
H 0.5962 -6.7952 -1.4824
H -1.7781 -5.7817 -1.7966
H -1.5323 -3.1282 -0.9175
```

Calculated values
Highest occupied orbital energy (eV): -10.26
DFT total energy (eV): -91295.6098
LUMO energy (eV): -6.8
ΔE to the lowest compared entry with this formula, charge and spin (kcal per mole): 43.6
Charge: +1
Molecular weight (g/mol): 578.94

Here are the Mulliken charges for atoms 1 to 8, given in e:
1. Be 1.1587
2. C -0.5825
3. C -0.3686
4. O -0.4319
5. H -0.0005
6. H 0.1687
7. H 0.2913
8. H 0.3523

=====

# 2
The following is a quantum chemistry calculation of a structure of composition C20H45Cl6N4O5Pd in a non-equilibrium geometry, from OMol25.

```
81
C20H45Cl6N4O5Pd ωB97M-V/def2-TZVPD
Pd 0.6513 3.6602 -1.7941
C -0.7735 -0.1542 -0.9256
C -1.5908 1.0366 -1.3963
O -0.8320 2.1011 -1.7676
H -0.1092 0.1478 -0.1151
H -0.0975 -0.4839 -1.7158
H -1.4305 -0.9326 -0.5441
H -2.2350 1.4027 -0.5664
H -2.2922 0.7686 -2.1992
Cl -1.8988 0.8054 -6.2639
C -0.6245 0.9656 -5.0566
C 0.0701 -0.3282 -4.7104
Cl 1.3587 -0.7303 -5.8653
H -1.0464 1.4785 -4.1908
H 0.1183 1.6660 -5.4466
H -0.6344 -1.1559 -4.7120
H 0.5351 -0.2224 -3.7320
Cl -0.8218 -0.1774 2.3905
C -0.5642 -1.7677 3.2144
C -1.7540 -2.6599 3.0622
Cl -1.9910 -3.0808 1.3373
H -0.3848 -1.5344 4.2588
H 0.3110 -2.1757 2.7268
H -2.6740 -2.2562 3.4677
H -1.5551 -3.6138 3.5480
Cl -5.4254 1.2593 -3.2083
C -4.5099 -0.0648 -4.0080
C -4.3786 -1.1876 -2.9929
Cl -3.2818 -2.4505 -3.6575
H -3.5148 0.3429 -4.1469
H -5.0078 -0.3934 -4.9064
H -5.3210 -1.6845 -2.7723
H -3.9736 -0.8589 -2.0400
C -3.4034 4.9045 0.9662
O -4.2228 5.7640 1.1413
N -3.5004 3.6085 1.3937
C -2.3617 2.7187 1.3489
C -4.6841 3.1331 2.0353
H -2.4631 5.0674 0.4056
H -1.5821 3.0567 0.6607
H -2.6460 1.7410 0.9275
H -1.9822 2.5252 2.3545
H -5.2975 3.9855 2.2973
H -5.2301 2.4630 1.3608
H -4.4368 2.5245 2.9080
C 1.5975 -4.8183 0.4231
O 1.7964 -5.4523 1.4281
N 2.4968 -4.6108 -0.5691
C 2.1110 -3.9586 -1.7858
C 3.7454 -5.3343 -0.5838
H 0.6105 -4.3446 0.2455
H 2.9597 -3.3694 -2.1549
H 1.3021 -3.2652 -1.5807
H 1.8303 -4.6617 -2.5728
H 3.9001 -5.7805 0.3883
H 3.7367 -6.0534 -1.4026
H 4.5457 -4.6145 -0.7857
C 4.0023 -0.4735 2.7652
O 2.8981 -0.0243 2.9956
N 4.4231 -0.9891 1.5992
C 5.7589 -1.4998 1.4266
C 3.5332 -1.1775 0.4958
H 4.7585 -0.4684 3.5609
H 6.2268 -0.9464 0.6101
H 5.6837 -2.5306 1.0739
H 6.2992 -1.4197 2.3578
H 2.5334 -0.8352 0.7350
H 3.8195 -0.5617 -0.3702
H 3.5129 -2.2327 0.2111
C 1.4917 2.5778 1.1591
O 1.6479 3.0707 0.0070
N 1.3282 3.2900 2.2582
C 0.9966 2.5814 3.5043
C 0.9894 4.6995 2.1836
H 1.4767 1.4989 1.3544
H -0.0893 2.5522 3.5882
H 1.3485 3.1533 4.3635
H 1.4745 1.6071 3.5107
H 1.5021 5.1457 1.3355
H -0.0883 4.8359 2.0663
H 1.3281 5.1965 3.0870
```

Calculated values
Highest occupied orbital energy (alpha / beta) (eV): -11.44 / -11.44
DFT total energy (eV): -116273.3408
LUMO energy (alpha / beta) (eV): -4.1 / -6.1
ΔE to the lowest compared entry with this formula, charge and spin (kcal per mole): 4.5
Multiplicity: 3
Charge: +1
Molecular weight (g/mol): 740.74

Here are the Mulliken charges for atoms 1 to 8, given in e:
1. Pd 0.8254
2. C 0.5377
3. C 1.5984
4. O -0.3277
5. H -0.5230
6. H -0.3007
7. H 0.2184
8. H -0.5004

=====

# 3
The following is a quantum chemistry calculation of a structure of composition C20H45FeN2OP3S in a non-equilibrium geometry, from OMol25.

```
73
C20H45FeN2OP3S ωB97M-V/def2-TZVPD
Fe 0.1873 -0.0952 0.2531
P 0.2627 1.4949 -1.2710
P 1.1321 1.1100 2.2513
P -2.1627 0.7206 0.9271
H 1.1196 -3.0265 -0.7962
C 0.4320 -2.2926 -0.3432
C 0.1746 -1.1490 -1.2850
H 1.0061 -1.0502 -1.9991
C 1.4917 1.2477 -2.6107
C 0.7621 3.1555 -0.6712
C -1.2156 1.8795 -2.2836
C 1.2276 0.0107 3.7212
C 2.8923 1.5651 1.9761
C 0.5323 2.6377 3.0688
C -3.8877 0.6021 0.2680
C -2.2940 2.4458 1.5589
C -2.3292 -0.2769 2.4671
H -0.4448 -2.8293 0.0578
H -0.7540 -1.2626 -1.8627
H 1.0371 0.6559 -3.4153
H 2.3760 0.7213 -2.2262
H 1.7938 2.2283 -2.9980
H 1.6763 3.0951 -0.0649
H -0.0410 3.6209 -0.0858
H 0.9521 3.7481 -1.5771
H -1.4110 1.0793 -3.0120
H -0.9964 2.8159 -2.8151
H -2.1000 2.0269 -1.6477
H 1.1471 0.6418 4.6132
H 2.1753 -0.5404 3.7512
H 0.3981 -0.7061 3.7248
H 3.1518 2.3685 2.6774
H 3.0416 1.9331 0.9543
H 3.5495 0.7027 2.1469
H -0.3327 2.4008 3.6984
H 0.2628 3.4003 2.3317
H 1.3433 3.0200 3.7008
H -4.5047 1.4229 0.6655
H -4.3470 -0.3471 0.5754
H -3.8981 0.6753 -0.8254
H -3.2871 2.8510 1.3296
H -1.5499 3.0908 1.0826
H -2.1605 2.4565 2.6455
H -3.3863 -0.5488 2.5843
H -1.9866 0.3166 3.3240
H -1.7246 -1.1916 2.3848
C -3.2886 -1.5967 -3.8841
C -3.3160 -1.1352 -2.4234
C -3.7718 -2.1471 -1.4555
C -4.5611 -3.1876 -1.8609
C -4.8204 -3.3934 -3.2486
C -4.1303 -2.7107 -4.2198
O -2.6451 -0.8403 -4.6170
H -3.9471 -0.2400 -2.5873
H -2.3308 -0.7382 -2.1435
H -3.5021 -1.9969 -0.4109
H -4.9981 -3.8753 -1.1234
H -5.5428 -4.1622 -3.5358
H -4.1868 -2.9614 -5.2727
C 4.6783 -0.4166 -0.6644
N 3.6182 -1.3791 -0.3512
C 3.1997 -1.6108 0.8989
S 1.5072 -1.8851 1.3003
N 4.0751 -1.5396 1.9342
C 5.5240 -1.7421 1.8173
H 4.6596 0.4529 0.0178
H 4.5271 -0.0575 -1.6889
H 5.6590 -0.9038 -0.5914
H 2.9214 -1.5501 -1.0874
H 3.6594 -1.8329 2.8243
H 5.8809 -2.2129 2.7374
H 5.7813 -2.3839 0.9669
H 6.0386 -0.7789 1.7194
```

Calculated values
Highest occupied orbital energy (alpha / beta) (eV): -13.13 / -16.25
DFT total energy (eV): -99555.5856
LUMO energy (alpha / beta) (eV): -10.4 / -10.2
ΔE to the lowest compared entry with this formula, charge and spin (kcal per mole): 53.7
Multiplicity: 6
Charge: +3
Molecular weight (g/mol): 510.43

Here are the Mulliken charges for atoms 1 to 8, given in e:
1. Fe 0.4568
2. P 0.7380
3. P 0.7506
4. P 0.7963
5. H 0.6071
6. C -1.3440
7. C -0.1242
8. H 0.8179

=====

# 4
The following is a quantum chemistry calculation of a structure of composition C20H45N2O2P2Pt in a non-equilibrium geometry, from OMol25.

```
72
C20H45N2O2P2Pt ωB97M-V/def2-TZVPD
Pt 0.4378 0.0391 -0.6413
P 0.2800 -2.2776 -0.9599
P 0.2764 2.3771 -0.7172
N 0.4933 0.1462 -2.7407
C 0.3740 -2.3146 -2.7996
H 0.8950 -3.2154 -3.1433
H -0.6665 -2.3561 -3.1603
C 1.0305 -1.0500 -3.3875
H 2.1397 -1.0949 -3.2695
H 0.8226 -1.0019 -4.4736
C 1.0254 1.4048 -3.2609
H 0.8145 1.4686 -4.3455
H 2.1347 1.4384 -3.1412
C 0.3698 2.6013 -2.5434
H -0.6708 2.6809 -2.8976
H 0.8911 3.5322 -2.7928
C 1.7415 3.2647 -0.0400
C 2.0032 2.9193 1.4286
H 2.9913 3.3079 1.7090
H 2.0133 1.8416 1.6150
H 1.2610 3.3801 2.0894
C -1.2617 3.1888 -0.1259
C -1.3499 3.3768 1.3932
H -2.3834 3.6561 1.6471
H -0.6956 4.1859 1.7418
H -1.1161 2.4676 1.9542
C -1.2594 -3.1423 -0.4562
C -1.3467 -3.4816 1.0375
H -2.3809 -3.7812 1.2640
H -1.1073 -2.6342 1.6861
H -0.6951 -4.3247 1.3006
C 1.7445 -3.2284 -0.3745
C 2.0053 -3.0355 1.1221
H 2.9933 -3.4513 1.3613
H 1.2628 -3.5622 1.7316
H 2.0154 -1.9827 1.4183
C 2.2758 0.0230 -0.3088
O 3.4247 0.0141 -0.1408
C -1.5641 4.5235 -0.8166
H -0.8900 5.3157 -0.4730
H -1.5079 4.4669 -1.9064
H -2.5862 4.8243 -0.5492
C -1.5626 -4.4033 -1.2756
H -2.5849 -4.7289 -1.0381
H -1.5076 -4.2386 -2.3547
H -0.8880 -5.2252 -1.0120
C 1.7303 -4.7142 -0.7372
H 2.7357 -5.1215 -0.5598
H 1.0419 -5.2813 -0.1009
H 1.4918 -4.9051 -1.7888
C 1.7285 4.7798 -0.2488
H 1.0407 5.2801 0.4415
H 2.7340 5.1665 -0.0310
H 1.4906 5.0776 -1.2754
H 2.5630 2.8478 -0.6454
H 2.5661 -2.7513 -0.9336
H -2.0303 2.4555 -0.4282
H -2.0281 -2.3834 -0.6841
H -2.4407 -0.1266 -1.8278
H -2.4172 -0.0359 -1.0750
C -0.5449 -0.3028 4.1481
N -1.6493 -0.1703 3.2003
C -3.0077 -0.1515 3.7296
C -1.3789 -0.0679 1.9042
O -0.1692 -0.0895 1.5003
H -1.0007 -0.3592 5.1459
H 0.1219 0.5674 4.1000
H 0.0297 -1.2187 3.9584
H -3.5215 0.7845 3.4819
H -3.6051 -0.9805 3.3333
H -2.9397 -0.2462 4.8184
H -2.2330 0.0323 1.2203
```

Calculated values
Highest occupied orbital energy (alpha / beta) (eV): -8.31 / -10.53
DFT total energy (eV): -50363.0057
LUMO energy (alpha / beta) (eV): -1.8 / -3.3
ΔE to the lowest compared entry with this formula, charge and spin (kcal per mole): 0.0
Multiplicity: 3
Charge: +1
Molecular weight (g/mol): 602.62

Here are the Mulliken charges for atoms 1 to 8, given in e:
1. Pt 3.3142
2. P -0.4106
3. P -0.3497
4. N -0.2249
5. C -0.8586
6. H 0.3901
7. H 0.4955
8. C -1.0829

=====

Which formula does entry 4 have? C20H45N2O2P2Pt

=====

Among the records above, which one has the lowest molecular weight? C20H45FeN2OP3S

=====

What is the ΔE to the lowest compared entry with this formula, charge and spin in the first record? 43.6 kcal per mole